A molecular structure, C7H17N, computed with ωB97M-V with the def2-TZVPD basis set.

```
25
Properties=species:S:1:pos:R:3:forces:R:3:mulliken_charge:R:1
C 0.695 0.072 -0.595 4.8 0.6 1.9 0.38
C -0.342 0.111 0.386 -4.8 -0.3 -2.2 0.10
C 2.240 0.535 0.567 -1.2 -0.3 -2.9 -0.76
C -1.917 0.022 -0.851 1.8 0.3 2.5 -0.51
C 0.751 1.073 -1.720 0.1 0.0 0.2 -1.62
C -0.427 -1.033 1.359 0.0 0.2 0.1 -1.55
C -3.153 -0.370 -0.080 -0.1 -0.1 0.0 -1.27
N 2.991 -0.538 1.127 -0.3 -0.7 0.4 -0.48
H 0.930 -0.939 -0.927 0.0 -0.1 0.0 0.27
H -0.479 1.090 0.847 0.0 0.0 0.0 0.29
H 3.479 -0.287 1.975 0.0 -0.1 -0.1 0.21
H 3.610 -0.998 0.471 -0.1 0.2 0.2 0.20
H 2.828 1.070 -0.184 -0.1 0.3 0.1 0.35
H 1.907 1.232 1.332 -0.3 -0.1 0.0 0.43
H -1.974 1.039 -1.234 0.0 0.0 0.0 0.37
H -1.693 -0.670 -1.662 0.3 0.0 0.1 0.34
H 0.423 2.055 -1.380 -0.1 0.1 -0.1 0.30
H 0.143 0.764 -2.570 -0.1 0.0 0.0 0.39
H 1.777 1.171 -2.079 0.0 0.0 0.0 0.47
H -0.436 -1.988 0.834 0.1 -0.1 0.0 0.30
H 0.423 -1.017 2.044 0.1 -0.1 -0.1 0.41
H -1.329 -0.966 1.966 -0.1 0.0 0.0 0.40
H -3.088 -1.399 0.280 0.0 0.0 0.0 0.32
H -3.300 0.278 0.787 0.0 0.0 0.0 0.30
H -4.062 -0.308 -0.692 0.1 0.0 0.0 0.38
```
Positions in Å, forces in eV/Å.

Summary:
Energy relative to the best compared isomer or geometry (same formula, charge and spin): 70.59 kcal/mol


2 unconnected molecules or ions with the total composition C7H17N, computed with ωB97M-V with the def2-TZVPD basis set.

```
25
Properties=species:S:1:pos:R:3:forces:R:3:mulliken_charge:R:1
C 0.101 0.322 1.892 0.2 -0.8 -1.2 -0.43
N 1.079 -0.049 0.802 -3.2 2.2 -2.8 -0.33
C 0.964 -1.405 0.295 -1.2 -0.8 -1.2 -0.67
C 0.271 -1.601 -1.131 -0.3 0.2 -0.8 0.05
C -1.275 -1.277 -1.081 0.6 0.7 -0.1 -1.08
C 0.897 -0.831 -2.374 1.9 0.4 2.8 -1.25
C -0.813 1.526 1.613 -0.7 0.3 -0.2 -0.57
C -0.045 2.724 1.069 2.6 -1.4 -0.3 -1.01
H 0.719 0.433 2.819 -0.7 0.1 -0.6 0.36
H -0.564 -0.527 1.951 -0.2 -0.4 0.8 0.33
H 0.250 -2.098 0.874 1.6 0.9 0.0 0.34
H 0.091 0.726 -0.554 2.2 -1.4 2.6 -0.10
H 1.992 -1.758 0.127 -0.3 -0.4 0.6 0.40
H 0.319 -2.681 -1.369 0.3 0.4 0.4 0.60
H -1.508 -0.449 -1.800 -0.1 -0.6 0.9 0.29
H -1.630 -1.012 -0.058 0.2 -0.2 -0.8 0.16
H -1.817 -2.149 -1.447 -0.1 0.0 0.1 0.35
H 0.085 -0.391 -2.899 -0.2 0.1 -1.1 0.33
H 1.518 0.030 -1.945 -0.9 -0.8 -0.6 0.30
H 1.647 -1.403 -2.956 -0.9 0.1 0.1 0.36
H -1.347 1.713 2.535 0.1 0.3 0.6 0.48
H -1.697 1.353 0.892 1.5 -0.5 0.8 0.14
H 1.056 2.689 1.402 -1.5 0.0 0.0 0.24
H -0.392 3.710 1.354 -0.5 0.0 -0.7 0.35
H 0.098 2.402 -0.009 -0.4 1.6 0.8 0.35
```
Positions in Å, forces in eV/Å.

Summary:
Energy relative to the best compared isomer or geometry (same formula, charge and spin): 131.94 kcal/mol